[1]
{
  "formula": "C6H7ClO4S",
  "method": "ωB97M-V/def2-TZVPD",
  "e_tot_ev": -37881.66197,
  "lumo_energy_ev": [5.563, 5.555],
  "homo_energy_ev": [-0.70, -0.29],
  "orbital_gap_ev": [6.26, 5.84],
  "multiplicity": 1,
  "charge": -2,
  "species": ["C", "C", "C", "C", "C", "C", "O", "O", "O", "O", "S", "Cl", "H", "H", "H", "H", "H", "H", "H"],
  "positions_angstrom": [[-2.418013, -1.675587, 1.158139], [1.958640, 1.558364, -1.583792], [0.830129, 0.044765, 1.415373], [0.669042, -0.915640, 0.255263], [-2.103469, -1.021489, -0.157464], [0.461799, 1.697783, -1.355630], [-1.516024, -1.879457, 1.992726], [2.363279, 1.201826, -2.697824], [-3.617668, -2.028277, 1.227343], [2.624997, 1.865554, -0.571401], [-0.670502, -0.448334, -0.895834], [-0.444101, 2.173726, -2.775094], [-0.084551, 0.062688, 2.002682], [1.649932, -0.293310, 2.046850], [1.078644, 1.040107, 1.051647], [0.425549, -1.913530, 0.619769], [1.564285, -0.921256, -0.366003], [-2.945766, -0.904623, -0.826887], [0.173798, 2.356690, -0.539863]],
  "atomic_forces_ev_per_a": [[-0.10, 0.00, -0.23], [-0.27, 0.21, 0.22], [-0.19, 0.24, -0.06], [-0.24, -0.04, -0.15], [0.79, 0.43, -0.53], [-0.14, 0.44, 0.24], [0.45, 0.04, 0.34], [0.14, -0.36, -0.62], [-0.60, -0.15, 0.15], [0.41, 0.06, 0.56], [-0.17, -0.64, 0.41], [-0.39, 0.05, -0.41], [-0.01, -0.09, 0.07], [0.12, -0.05, 0.14], [0.11, -0.05, 0.05], [0.03, 0.04, -0.09], [0.01, -0.01, -0.06], [-0.03, 0.08, -0.03], [0.07, -0.21, 0.00]]
}

***

[2]
{
  "formula": "C4H9NO",
  "method": "ωB97M-V/def2-TZVPD",
  "e_tot_ev": -7829.81928,
  "lumo_energy_ev": 0.858,
  "homo_energy_ev": -7.84,
  "orbital_gap_ev": 8.70,
  "multiplicity": 1,
  "charge": 0,
  "smiles": "C=CC(=C)N.O",
  "e_above_lowest_kcal_mol": 57.7,
  "species": ["C", "C", "C", "C", "N", "H", "H", "H", "H", "H", "H", "H", "O", "H", "H"],
  "positions_angstrom": [[0.456259, 0.726424, 0.614185], [-0.658401, 0.241490, 0.086761], [-0.963956, -1.236689, 0.107574], [-1.420683, -1.753155, 1.259163], [-0.787174, -1.846371, -1.092764], [0.673561, 1.783793, 0.622531], [1.148658, 0.061395, 1.113159], [-1.543619, 0.792337, -0.226231], [-1.682138, -1.200420, 2.144146], [-1.473788, -2.834082, 1.389398], [-1.000225, -2.828928, -1.203628], [-0.660248, -1.359255, -1.953763], [2.519916, 3.052752, -0.513272], [3.405194, 2.864496, -0.883579], [1.835868, 3.375819, -1.107104]],
  "atomic_forces_ev_per_a": [[-0.53, 0.24, -0.09], [-0.77, -0.92, 0.36], [-0.22, 1.72, 1.05], [0.39, -1.38, -0.29], [0.19, -1.64, -0.38], [0.03, 0.03, 0.11], [0.20, -0.04, -0.27], [0.58, 0.63, -0.39], [0.40, 0.47, -0.10], [-0.39, 0.07, -0.25], [-0.08, 0.31, 0.17], [0.17, 0.48, 0.10], [0.52, -0.27, 0.91], [-1.30, 0.46, -0.39], [0.82, -0.14, -0.54]]
}

***

[3]
{
  "formula": "C3H7NS2",
  "method": "ωB97M-V/def2-TZVPD",
  "e_tot_ev": -26384.12114,
  "lumo_energy_ev": 0.896,
  "homo_energy_ev": -8.01,
  "orbital_gap_ev": 8.91,
  "multiplicity": 1,
  "charge": 0,
  "smiles": "CS/C=N/SC",
  "e_above_lowest_kcal_mol": 24.3,
  "species": ["C", "S", "C", "N", "S", "C", "H", "H", "H", "H", "H", "H", "H"],
  "positions_angstrom": [[-3.190725, 0.514366, 0.032169], [-1.957490, -0.777797, 0.007741], [-0.460842, 0.181044, -0.008748], [0.646132, -0.406600, -0.015120], [2.053394, 0.582141, 0.017200], [3.261509, -0.709507, 0.013520], [-4.162337, -0.001792, 0.003140], [-3.078163, 1.162109, 0.906349], [-3.123054, 1.176943, -0.864193], [-0.573843, 1.276360, -0.139725], [4.284883, -0.248578, 0.036986], [3.192025, -1.366742, -0.842821], [3.108506, -1.381952, 0.853505]],
  "atomic_forces_ev_per_a": [[-0.17, 0.93, -0.75], [0.64, -0.05, 0.02], [-0.90, 0.40, -0.63], [0.94, -0.02, 0.41], [-0.55, 0.07, -0.23], [1.05, -0.45, 0.14], [0.34, 0.35, 0.21], [-0.28, -0.32, 0.02], [-0.07, -0.63, 0.53], [-0.13, -0.39, 0.33], [-1.01, -0.37, 0.09], [-0.05, 0.23, -0.56], [0.18, 0.26, 0.39]]
}

***

[4]
{
  "formula": "BH3S",
  "method": "ωB97M-V/def2-TZVPD",
  "e_tot_ev": -11558.57430,
  "lumo_energy_ev": 0.418,
  "homo_energy_ev": -10.49,
  "orbital_gap_ev": 10.91,
  "multiplicity": 1,
  "charge": 0,
  "e_above_lowest_kcal_mol": 31.1,
  "species": ["B", "S", "H", "H", "H"],
  "positions_angstrom": [[-0.202916, -0.247835, -0.414256], [0.591161, 0.121747, 1.089421], [-0.779929, 0.444572, -1.305412], [-0.128008, -1.804420, -0.863237], [0.519692, 1.485935, 1.493483]],
  "atomic_forces_ev_per_a": [[-0.84, -2.28, -2.91], [0.43, 0.67, 1.20], [0.77, -0.67, 1.50], [-0.03, 3.68, 1.39], [-0.33, -1.40, -1.18]]
}

***

[5]
{
  "formula": "C13H22N4O7PSSi2",
  "method": "ωB97M-V/def2-TZVPD",
  "e_tot_ev": -70011.73465,
  "lumo_energy_ev": 1.552,
  "homo_energy_ev": -4.15,
  "orbital_gap_ev": 5.71,
  "multiplicity": 1,
  "charge": -1,
  "species": ["C", "C", "C", "N", "Si", "C", "C", "N", "O", "Si", "N", "N", "C", "O", "C", "C", "C", "C", "C", "C", "P", "O", "O", "S", "H", "H", "H", "H", "H", "H", "H", "H", "H", "H", "H", "H", "H", "H", "H", "H", "H", "H", "H", "H", "H", "C", "O", "O", "O", "H"],
  "positions_angstrom": [[1.508506, -3.070953, 1.710776], [0.929568, -2.702609, 0.258544], [-0.596025, -3.177008, -0.072456], [1.567994, -2.049134, -0.711138], [2.048130, -0.397594, -0.246300], [2.105059, 0.707643, -1.818042], [1.399992, -0.005989, -3.121073], [2.381948, -0.724660, -4.000043], [1.175941, 0.281572, 1.090863], [-0.430869, 0.785668, 0.674642], [-0.547588, 2.528883, 1.017254], [-0.980466, 0.294841, -0.959908], [-1.691033, 1.319380, -1.405478], [-2.402434, 2.328944, -1.666423], [-1.625580, -0.110667, 1.920254], [-1.149831, -1.060310, 3.075927], [-2.224061, -1.758330, 3.982913], [-3.754439, -1.500377, 3.707385], [-4.264806, -0.540974, 2.574307], [-3.173752, 0.160347, 1.667345], [4.179399, -0.547451, 0.448903], [5.089560, -1.657969, -0.495398], [4.849861, 1.041981, 0.156327], [4.332414, -0.832324, 2.372748], [0.709900, -3.703642, 2.269590], [2.461199, -3.735944, 1.682750], [1.766432, -2.169707, 2.372831], [-0.740803, -4.296748, 0.201312], [-0.739987, -3.064871, -1.222426], [-1.391409, -2.504522, 0.413381], [3.220095, 0.845744, -2.127919], [1.569357, 1.722314, -1.691634], [0.815059, 0.776563, -3.747558], [0.596544, -0.777165, -2.778581], [2.165285, -1.747357, -3.999167], [2.122687, -0.437632, -4.972304], [-0.003807, 3.110562, 0.359427], [-1.519823, 2.856679, 1.127424], [-0.025866, -1.226936, 3.205493], [-1.847026, -2.461732, 4.815200], [-4.510867, -2.053281, 4.381164], [-5.361054, -0.317683, 2.336164], [-3.499204, 0.844653, 0.802976], [6.045022, -1.514185, -0.271480], [4.112303, 1.714562, 0.189715], [-3.026340, 6.060907, -2.980094], [-3.964799, 5.244699, -3.192394], [-2.202946, 5.616195, -1.996406], [-2.754872, 7.156001, -3.509076], [-2.735258, 4.804877, -1.877370]],
  "atomic_forces_ev_per_a": [[-0.60, -0.80, 0.42], [-0.23, 0.37, -1.15], [0.92, -0.68, -0.99], [-1.83, 0.54, 3.54], [-0.33, -0.88, -0.72], [-0.25, 0.03, -1.60], [-1.41, -0.38, 0.50], [-1.27, -0.10, -0.90], [-0.90, -0.45, -3.17], [0.04, 0.43, 2.83], [0.12, -1.51, -0.94], [-2.92, 5.15, -1.77], [-1.34, 1.99, 0.98], [4.63, -6.92, 1.19], [-2.77, -1.47, 1.73], [-4.09, 0.74, -0.76], [-0.68, 2.38, -3.11], [2.08, 1.31, -1.57], [4.60, -0.33, 0.11], [0.97, -2.74, 3.08], [2.37, 1.10, 0.61], [-0.49, 2.40, 1.30], [-1.59, -1.44, -0.30], [0.04, -0.29, -0.58], [1.24, 1.15, -0.95], [-1.55, 1.32, -0.40], [-0.32, -1.12, -1.31], [0.07, 1.97, -0.22], [0.36, -0.18, 2.05], [1.43, -1.03, -0.32], [-1.92, 0.03, 0.64], [1.12, -1.42, 0.02], [1.19, -1.08, 1.18], [1.39, 1.57, -0.34], [0.32, 1.19, 0.29], [0.64, -0.35, 1.07], [-0.71, -0.10, 0.60], [0.88, 0.03, -0.22], [-1.96, 0.27, -0.07], [-0.97, 1.28, -1.49], [1.34, 1.09, -1.29], [1.79, -0.60, 0.68], [0.52, -1.18, 1.52], [-1.04, -0.21, -0.16], [1.08, -1.06, -0.03], [-0.88, 1.49, -1.74], [-0.31, 0.16, -0.36], [0.69, -0.98, 1.24], [-0.16, -0.60, 0.26], [0.70, -0.11, 0.63]]
}

***

[6]
{
  "formula": "C18H41N2P3RuS2",
  "method": "ωB97M-V/def2-TZVPD",
  "s2": 6.04,
  "e_tot_ev": -74386.08757,
  "lumo_energy_ev": [-12.592, -15.675],
  "homo_energy_ev": [-17.91, -19.75],
  "orbital_gap_ev": [5.31, 4.07],
  "multiplicity": 5,
  "charge": 4,
  "e_above_lowest_kcal_mol": 0.0,
  "species": ["Ru", "P", "P", "P", "H", "C", "C", "H", "C", "C", "C", "C", "C", "C", "C", "C", "C", "H", "H", "H", "H", "H", "H", "H", "H", "H", "H", "H", "H", "H", "H", "H", "H", "H", "H", "H", "H", "H", "H", "H", "H", "H", "H", "H", "H", "H", "C", "C", "C", "C", "C", "C", "S", "H", "H", "H", "H", "H", "H", "N", "C", "N", "S", "H", "H", "H", "H"],
  "positions_angstrom": [[-0.050180, 0.038538, 0.731531], [1.649553, 1.007281, 1.816293], [-1.685156, 1.781707, 1.227671], [0.571054, 1.084540, -1.210545], [-0.708163, -2.856322, 0.973906], [0.133976, -2.353441, 0.504425], [1.293851, -1.948720, 1.212637], [1.410382, -2.098475, 2.285801], [2.246909, 0.408239, 3.445026], [1.566330, 2.795927, 2.297056], [3.298619, 0.960570, 0.984646], [-3.297380, 1.122884, 0.606468], [-2.208399, 2.330309, 2.917006], [-1.665072, 3.460046, 0.451994], [1.871778, 0.050215, -1.964992], [1.229925, 2.786518, -1.309450], [-0.937950, 1.206890, -2.251876], [0.311396, -2.605569, -0.544522], [2.232390, -1.901381, 0.650008], [2.357863, -0.679964, 3.459001], [1.581321, 0.717937, 4.257975], [3.220784, 0.879172, 3.625545], [0.678403, 3.008330, 2.905692], [1.566717, 3.460212, 1.424381], [2.451431, 3.030926, 2.911505], [3.518987, -0.049059, 0.617055], [4.057505, 1.223121, 1.733257], [3.376325, 1.669324, 0.157961], [-4.050479, 1.927053, 0.590369], [-3.647389, 0.314962, 1.264912], [-3.168322, 0.727286, -0.407667], [-3.006549, 3.082043, 2.832199], [-1.387310, 2.806299, 3.462418], [-2.604476, 1.500430, 3.515612], [-2.541549, 4.034676, 0.783327], [-1.690930, 3.424744, -0.639724], [-0.776619, 4.012776, 0.769403], [1.874994, 0.172280, -3.053669], [1.703837, -1.008003, -1.720595], [2.849478, 0.337735, -1.562427], [1.420197, 3.066564, -2.352599], [2.164744, 2.888559, -0.757023], [0.513098, 3.500038, -0.897396], [-0.684305, 1.122847, -3.317886], [-1.453124, 2.159271, -2.078964], [-1.638410, 0.402958, -1.992813], [-0.779466, -2.986727, -4.214777], [-1.790270, -2.810979, -5.187322], [-1.900640, -3.653350, -6.285607], [-0.960903, -4.672386, -6.479298], [0.101007, -4.816253, -5.572410], [0.209331, -3.964757, -4.474758], [-0.547803, -1.718738, -2.983879], [-0.901576, -1.631799, -1.533100], [-2.429441, -1.935175, -5.108241], [-2.715119, -3.504137, -7.002574], [-1.065959, -5.337656, -7.344991], [0.841594, -5.597417, -5.764927], [1.104615, -3.998698, -3.871070], [-0.168570, -1.942415, 4.765821], [-0.487387, -0.744838, 4.274637], [-0.378151, 0.347403, 5.073991], [-1.185828, -0.727963, 2.673844], [0.252305, -2.062106, 5.684596], [-0.324302, -2.751365, 4.169539], [-0.633761, 1.274952, 4.758455], [-0.189789, 0.232134, 6.069145]],
  "atomic_forces_ev_per_a": [[-0.55, -1.21, 1.82], [2.41, 1.31, 1.36], [-1.71, 1.17, -0.42], [-0.18, 1.25, -0.53], [0.03, 0.45, -0.06], [2.08, 0.03, 0.14], [-1.13, -0.45, -1.30], [-0.31, 0.31, -0.32], [-0.33, -0.28, 0.19], [-0.19, -0.09, -0.32], [-0.17, -0.14, -0.16], [0.29, -0.21, 0.05], [0.34, -0.35, 0.35], [0.31, -0.08, -0.08], [-0.15, -0.22, -0.26], [0.06, 0.00, 0.07], [0.15, -0.26, -0.53], [-0.01, -0.07, 0.41], [-0.34, 0.14, 0.21], [0.12, 0.23, 0.13], [0.40, -0.12, -0.41], [-0.22, -0.20, -0.10], [0.19, -0.07, -0.17], [-0.05, -0.13, 0.23], [-0.27, -0.15, -0.29], [0.02, 0.24, 0.11], [-0.20, -0.01, -0.28], [0.05, -0.15, 0.14], [0.31, -0.23, 0.05], [0.09, 0.22, -0.21], [-0.16, 0.10, 0.21], [0.26, -0.23, -0.26], [-0.07, 0.03, -0.11], [0.11, 0.16, -0.27], [0.18, -0.34, -0.02], [0.00, 0.03, 0.25], [-0.10, -0.01, -0.03], [0.10, 0.05, 0.14], [0.18, 0.19, -0.04], [-0.26, -0.01, -0.13], [-0.06, -0.19, 0.10], [-0.11, -0.02, -0.14], [0.09, -0.17, -0.10], [-0.08, 0.27, 0.21], [0.27, -0.24, -0.10], [0.07, 0.29, -0.04], [1.24, -1.57, -0.54], [0.16, 1.47, 1.52], [0.47, -2.08, -1.64], [-1.11, 0.50, -0.58], [-0.47, -1.18, -1.93], [-0.68, 2.40, 2.24], [0.07, 0.28, -0.89], [-0.22, -0.20, 0.60], [-0.16, -0.15, -0.10], [0.27, -0.08, 0.27], [0.18, 0.25, 0.40], [-0.12, 0.21, 0.27], [0.05, -0.17, 0.17], [-0.01, 0.71, -0.60], [0.25, 0.70, 1.57], [-0.38, -1.35, -0.63], [-0.67, -0.34, 0.29], [-0.28, -0.11, -0.12], [0.09, 0.14, 0.45], [-0.11, -0.39, 0.01], [-0.02, 0.11, -0.27]]
}